ORCA calculation (ωB97M-V/def2-TZVPD) on a single C5H12OS molecule at a distorted geometry.

The geometry in XYZ format:
```
19
Properties=species:S:1:pos:R:3
C -0.39325 -1.89146 1.71246
C -0.55273 -0.52684 1.05207
C -0.48103 0.82045 1.87333
S 0.98960 -0.31645 -0.05074
C 0.25268 0.70356 -1.42847
C 1.37244 0.89408 -2.53598
O -0.91119 0.08772 -1.86359
H 0.21364 -1.76172 2.49623
H -1.32854 -2.17786 1.98976
H 0.01955 -2.68528 0.99124
H -1.59151 -0.46493 0.60848
H 0.51194 1.04130 2.41383
H -1.30494 0.73497 2.65991
H -0.60568 1.58811 1.23338
H -0.18782 1.66687 -0.93618
H 1.64412 0.03870 -3.26777
H 2.16043 1.29596 -1.97454
H 0.91406 1.82879 -3.18155
H -0.72177 -0.87594 -1.79187
```

Lowest unoccupied orbital energy = 0.92 eV
Max |F| = 5.77 eV/Å
Energy relative to the best compared isomer or geometry (same formula, charge and spin) = 47.9 kcal per mole
SMILES string = CC(C)S[C@@H](C)O

These are the Löwdin partial charges, in e, on atoms 1 to 6: C -0.13; C -0.60; C -0.15; S 0.89; C -0.72; C -0.11